56
Properties=species:S:1:pos:R:3:forces:R:3 method="wB97M-V/def2-TZVPD" lumo_ev="2.66 / 0.81" total_charge=-1 s_squared=6.122 energy_ev=-68820.708 relative_energy_kcal_mol=0.0 gap_ha="0.10201 / 0.10132" multiplicity=5
H -0.57566 -0.58150 -5.61843 0.2 -0.2 0.1
C -3.59894 1.73970 1.34355 -0.9 -0.8 -0.1
C -3.89118 -0.66965 1.74460 -0.6 0.8 -0.3
H 4.65327 -0.51093 2.74258 -0.1 0.2 -0.2
C -0.26171 -0.34003 -3.49480 -0.1 0.0 0.4
H 5.15522 1.08914 0.57202 -0.1 -0.3 0.0
C 0.25134 -0.87279 -2.29372 -0.8 1.1 -0.6
C -2.54413 -0.78986 1.94307 0.2 0.2 -0.1
N -0.87219 0.85600 -3.11983 -0.3 0.3 -0.8
O 1.78255 -3.92858 -3.62906 0.2 -0.5 0.1
H -0.01370 -0.79571 2.64158 -0.2 0.3 -0.1
C 1.08638 -2.76769 -3.51956 -0.5 1.3 0.8
C -2.24211 1.60191 1.54330 0.4 -0.2 0.0
H 3.34755 2.96985 3.38756 -0.2 -0.1 -0.1
H -1.61631 2.49161 1.48949 0.1 -0.3 0.1
C -0.14260 -1.00794 -4.71254 0.1 -0.2 0.0
H 1.65696 -4.65688 -1.66614 0.1 0.0 -0.1
C -0.31527 0.16096 2.19836 0.6 0.6 0.7
C 3.98764 -0.33529 1.90143 0.9 -0.3 -0.2
C 2.40335 -4.46997 -2.44720 -0.4 0.4 -0.5
H 1.62575 1.00647 4.24643 0.1 0.2 -0.2
H -7.46045 1.79285 1.11786 0.1 0.1 0.0
C 2.73014 -1.01972 1.68290 1.7 -1.6 0.5
H -6.17049 2.58166 2.09264 0.0 -0.1 -0.2
H 2.85070 -5.40682 -2.77570 0.0 0.1 0.1
C 1.00937 2.11033 1.09180 -1.4 1.1 1.0
H -6.02206 2.49156 0.29908 -0.1 -0.1 0.2
H 2.62053 3.67149 0.85285 -0.1 -0.1 0.2
C -6.38856 1.97692 1.19977 0.5 -1.0 0.1
C 1.65064 1.47866 3.26518 -0.5 0.8 0.6
C -4.43956 0.60367 1.44977 1.2 0.4 0.2
H 0.67097 -2.80165 -5.62974 0.0 0.2 0.1
H 1.28275 -0.92440 -0.04216 0.4 0.2 0.4
C 0.91718 -2.09800 -2.28999 0.3 -0.7 -0.4
C -1.66640 0.33392 1.86580 -0.4 -0.1 -0.1
C 3.15138 0.34975 -0.18815 -1.8 -2.3 -1.3
C -0.71712 1.02456 -1.77383 1.1 -2.1 -0.2
H 3.17782 -3.79096 -2.06891 -0.2 -0.1 0.0
H -2.11271 -1.76055 2.17582 0.0 0.1 0.0
H 3.07787 0.76364 -1.19197 0.1 -0.1 0.3
H 1.29224 -2.48546 -1.34151 0.0 0.1 -0.5
C 4.25078 0.51246 0.74987 2.3 -1.5 0.7
C 2.55276 2.50689 2.80751 -0.8 1.0 0.6
H -1.36815 1.49321 -3.73255 0.3 -0.3 0.2
C 2.16122 2.89425 1.45943 -0.9 1.2 0.6
O -5.79183 0.66515 1.32666 -1.3 0.9 -0.3
H 2.28642 -1.79100 2.30699 0.3 0.0 -0.2
H -4.03086 2.71491 1.09926 0.3 -0.3 0.2
H -1.09786 1.90584 -1.26274 0.1 -0.4 0.0
H 0.42854 2.16024 0.17909 0.4 0.1 0.1
Fe 2.51584 0.95478 1.57716 0.3 -0.2 0.4
C 0.65256 1.22621 2.21578 -0.7 1.2 0.0
C 2.20273 -0.57860 0.40684 1.1 0.2 -2.7
H -4.57545 -1.51451 1.79619 0.2 0.1 0.1
N -0.05044 -0.00426 -1.25430 -1.0 1.1 -0.1
C 0.53325 -2.22582 -4.71937 0.2 0.0 0.6

19
Properties=species:S:1:pos:R:3:forces:R:3 method="wB97M-V/def2-TZVPD" lumo_ev=-3.23 energy_ev=-29528.817 relative_energy_kcal_mol=150.9 gap_ha=0.15335
H 1.67722 0.32887 -1.20970 0.1 0.1 0.3
H 1.59527 -1.04642 -2.32785 0.1 0.3 -0.1
H 0.95325 0.15080 1.20172 0.0 -0.2 -0.5
H -1.83105 -0.60507 0.44400 -0.1 0.0 -0.1
H 0.58642 2.66298 2.43622 -1.1 0.8 0.7
C 1.75872 -0.76352 -1.29080 -0.2 -1.1 -0.1
S 0.39639 -1.57609 -0.41834 -0.1 0.8 -1.3
S -1.07922 -1.02683 -1.71571 0.7 -0.7 0.9
C 0.52260 1.19931 1.20058 -2.0 1.0 2.2
O -1.61716 -0.02899 1.18937 -0.2 -0.3 0.4
H 1.18041 2.23242 -0.66098 -1.2 0.4 0.1
C 1.24675 2.15053 0.42808 2.3 -1.9 -1.7
H -1.46252 1.94709 1.12834 0.0 0.4 -0.9
N 0.42090 1.69300 2.70578 2.3 0.1 -1.9
H 2.32105 2.27815 0.59312 -0.3 0.6 1.0
H -0.66222 0.99054 -0.33814 -1.6 0.6 -0.5
H 2.71550 -1.18262 -0.98731 0.1 0.3 0.3
H 1.39439 1.61791 3.04120 -0.3 -0.9 0.5
C -0.94164 1.08571 0.71223 1.5 -0.3 0.5

55
Properties=species:S:1:pos:R:3:forces:R:3 method="wB97M-V/def2-TZVPD" lumo_ev="-2.58 / -2.61" total_charge=+1 s_squared=0.768 energy_ev=-34607.810 relative_energy_kcal_mol=0.0 gap_ha="0.14918 / 0.27626" multiplicity=2
H 3.19915 -3.22801 0.29906 0.0 0.0 0.0
H 0.97844 -1.58589 3.25686 0.0 0.0 0.0
C -0.28436 2.02876 -3.57892 0.0 0.0 0.0
H 3.21443 -1.97101 2.16569 0.0 0.0 0.0
H 1.10944 1.09487 3.94112 0.0 0.0 0.0
O 0.68211 -2.08237 -1.63863 0.0 0.0 0.0
C -1.18577 -1.18003 1.54177 0.0 0.0 0.0
C -2.09881 1.48342 -2.07543 0.0 0.0 0.0
C 1.38852 -3.02380 -0.84539 0.0 0.0 0.0
H 0.59484 0.78071 -5.08524 0.0 0.0 0.0
C 2.46034 -1.30621 1.73790 0.0 0.0 0.0
H -0.10530 -2.12286 -3.50828 0.0 0.0 0.0
H 0.73663 -3.26565 -0.00847 0.0 0.0 0.0
O 1.19171 0.22172 -3.17734 0.1 0.2 -0.1
H 1.32610 -3.12972 -3.32251 0.0 0.0 0.0
H 0.55240 2.72965 -3.57532 0.0 0.0 0.0
Ba 1.28096 1.16243 -0.38681 -0.5 -0.6 -0.2
H -3.04613 -0.14723 1.20730 0.0 0.0 0.0
H 2.65919 -0.29335 2.09401 0.0 0.0 0.0
C 1.75327 -1.03784 -3.53399 0.0 0.0 0.0
C -0.83438 1.67224 4.71174 0.0 0.0 0.0
H -1.37655 -1.96411 0.79706 0.0 0.0 0.0
H -3.15506 -0.02218 -0.97969 0.0 0.0 0.0
C 2.72546 -2.49125 -0.35716 -0.1 0.0 0.0
O 0.18533 -0.82014 1.50427 0.1 0.0 -0.2
H -1.45960 -1.56294 2.53015 0.0 0.0 0.0
C 1.06359 -1.70014 2.16991 0.0 0.0 0.0
H -1.82334 0.78896 2.08322 0.0 0.0 0.0
H 1.55992 -3.94993 -1.40377 0.0 0.0 0.0
H 1.89469 -1.09922 -4.61754 0.0 0.0 0.0
H -1.55532 -0.54435 -1.55022 0.0 0.0 0.0
O -0.75504 1.96086 -2.23884 0.1 -0.1 0.0
C -0.97439 3.22706 2.42423 0.0 -0.1 0.1
N 0.07953 2.35534 2.63571 0.2 0.1 0.0
H -0.64686 -0.03090 -4.11197 0.0 0.0 0.0
C -1.97817 0.07766 1.27428 0.0 0.0 0.0
C 0.18512 0.68066 -4.07453 0.0 0.0 0.0
H -2.68794 2.29793 -1.65171 0.0 0.0 0.0
H -2.80795 3.95923 3.13899 0.0 0.0 0.0
C -2.12047 0.30087 -1.13364 0.0 0.0 -0.1
O -1.54098 0.73474 0.08382 0.2 0.1 0.0
H -2.52297 1.20682 -3.04331 0.0 0.0 0.0
H 3.39707 -2.32411 -1.20142 0.0 0.0 0.0
C -1.99656 3.26684 3.32189 0.0 0.0 0.0
C 0.18514 1.63705 3.81123 -0.1 -0.1 0.0
C 0.88115 -2.17095 -3.04076 0.0 0.0 0.0
H 0.83412 -2.74369 1.92886 0.0 0.0 0.0
O 0.97471 2.13906 1.63882 0.0 0.2 0.2
H -1.05320 2.43222 -4.24256 0.0 0.0 0.0
H -2.79693 2.48839 5.19339 0.0 0.0 0.0
H 2.73613 -1.08033 -3.06251 0.0 0.0 0.0
O 2.59890 -1.24294 0.31347 0.2 0.1 0.1
C -1.99266 2.45003 4.47636 0.0 0.0 0.0
H -0.90600 3.83385 1.53497 0.0 0.0 0.0
H -0.72363 1.10976 5.62987 0.0 0.0 0.0

81
Properties=species:S:1:pos:R:3:forces:R:3 method="wB97M-V/def2-TZVPD" lumo_ev=-4.75 total_charge=+1 energy_ev=-126245.797 relative_energy_kcal_mol=0.0 gap_ha=0.15661
C 2.71099 0.16626 2.32342 -0.1 0.1 -0.1
H -1.13759 2.33762 0.91049 0.0 0.0 0.0
N -0.87411 1.37449 -0.89285 0.1 -0.1 -0.1
H -0.25890 -4.96302 1.84295 0.0 0.0 0.0
H 1.28399 -3.26352 0.74265 0.1 0.0 0.0
C -2.64261 1.46972 -2.47927 0.0 0.1 0.0
H -2.62912 -0.74955 -0.68114 0.0 -0.1 0.0
H 2.08379 2.82633 5.05907 0.0 0.0 0.0
H -2.17938 -2.90886 -2.62818 0.0 0.0 0.0
H 3.99723 2.96997 -1.93266 0.0 0.1 0.0
O 2.98869 4.10525 -0.17379 0.0 0.0 0.1
H -1.33272 -4.28715 -1.90942 0.0 0.0 0.0
H 4.60717 -1.89857 -0.63709 0.0 0.0 0.0
C 0.24681 -3.06011 0.99282 0.0 0.0 0.0
C 3.74676 0.99739 2.74518 0.0 0.0 0.0
H -0.98879 -3.79479 -3.56239 0.0 0.0 0.0
C 5.94667 -3.07211 0.55983 0.0 0.0 0.0
Au 0.81877 0.29731 -0.25464 -0.4 0.0 0.0
H 4.32457 2.60472 4.03538 0.0 0.0 0.0
H 3.35487 0.56929 -2.25918 0.1 0.0 0.0
H -7.86865 3.69561 -1.34103 0.0 0.0 0.0
C -4.87489 2.32848 -1.91447 0.0 0.0 0.1
O -5.73543 -0.67315 -4.47600 0.0 0.0 0.0
H 0.87370 -2.96301 -2.08193 0.0 0.0 0.0
N -5.23596 1.48391 -2.87057 0.0 -0.1 0.0
C -7.09168 3.05858 -1.75103 0.0 0.0 0.0
C 2.25640 2.08678 4.28833 0.0 0.0 0.0
O -8.08778 -0.51340 -3.83298 0.0 0.0 0.0
C -2.26553 -1.50404 0.01938 0.0 0.1 0.0
H -2.19777 -1.87985 2.16835 0.0 0.0 0.0
H 0.23311 -2.54423 1.95276 0.0 0.0 0.0
C -0.59840 -4.33161 1.02230 0.0 0.0 0.0
C 4.88281 -2.20847 0.36284 0.0 0.0 -0.1
H 1.30147 5.04178 0.60710 0.0 0.0 0.0
H 2.28152 4.12790 1.78285 0.0 -0.1 0.1
N -7.46700 2.19768 -2.67997 0.0 0.0 0.0
C 2.98289 -0.83232 1.24334 0.1 -0.1 0.0
H -3.06995 1.17226 -3.42861 0.0 0.0 0.0
H 2.89774 5.66232 1.10911 0.0 0.0 0.0
H 4.73665 0.87737 2.32179 0.0 0.0 0.0
H -0.49213 -4.90829 0.10437 0.0 0.0 0.0
C 2.51698 2.93815 -0.54193 -0.2 0.1 -0.4
C -3.44243 2.16730 -1.56655 0.0 0.1 0.0
C 1.45425 0.29253 2.90800 0.0 -0.1 0.0
H -3.42787 3.11314 0.37760 0.0 0.0 0.0
C -2.86796 2.55229 -0.35777 -0.1 -0.1 0.0
S -6.94290 0.13342 -4.42992 0.0 0.0 0.0
H 6.51751 -3.42885 -0.28698 0.0 0.0 0.0
N 3.21625 2.43617 -1.58262 -0.1 -0.1 0.2
C -5.77921 3.15922 -1.28538 0.0 0.1 0.0
C 1.22777 1.24470 3.89083 0.0 0.0 0.0
H 5.81440 -3.33244 3.93408 0.0 0.0 0.0
O 1.51751 2.41874 -0.02075 0.7 -0.3 0.1
C -1.22143 -3.42433 -2.56470 0.0 0.0 0.0
H 2.52832 1.61254 -3.25342 0.0 0.0 0.0
N 2.31691 -0.98870 0.16844 0.0 0.5 -0.1
H -3.57524 -0.93089 1.62684 0.0 0.0 0.0
H 0.25611 1.31402 4.36272 0.0 0.0 0.0
H -1.65756 -4.12896 1.18169 0.0 0.0 0.0
C -0.10631 -2.48387 -2.10903 0.0 0.0 0.0
C 5.55547 -3.01477 2.93304 0.0 0.0 0.0
C 3.51544 1.96189 3.71392 0.0 0.0 0.0
C -1.37648 1.10405 -2.11236 0.0 0.0 0.0
As -0.37947 -1.78397 -0.32140 0.1 0.0 0.0
C 4.50080 -2.13558 2.73976 0.0 0.0 0.0
H -2.76595 -2.44076 -0.23316 0.0 0.0 0.0
H -1.98536 -0.17876 1.72635 0.0 0.0 0.0
H -0.03446 -1.62509 -2.77644 0.0 0.0 0.0
H 0.65674 -0.38944 2.63470 0.0 0.0 -0.1
C -6.51553 1.41151 -3.20147 0.0 0.0 0.1
C 2.30984 4.77313 0.91293 0.0 0.1 0.0
O -7.19401 0.93179 -5.60985 0.0 0.0 0.0
H 3.94440 -1.76319 3.59117 0.0 0.0 0.0
H 7.11052 -4.15592 1.99897 0.0 0.0 0.0
H -5.51383 3.85586 -0.50183 0.0 0.0 0.0
C -1.59493 2.11941 -0.04673 0.0 0.0 0.0
C 4.15506 -1.73277 1.45162 0.0 0.0 0.0
N 2.71308 1.35102 -2.29169 -0.1 -0.2 0.1
C 6.28061 -3.47922 1.84540 0.0 0.0 0.0
C -2.51122 -1.10311 1.47044 0.0 0.1 0.0
H -0.74403 0.53479 -2.78163 0.0 0.0 0.0

18
Properties=species:S:1:pos:R:3:forces:R:3 method="wB97M-V/def2-TZVPD" lumo_ev=-5.24 total_charge=+1 smiles="C#CN/C(=[NH+]/C)N(C)I" energy_ev=-17891.788 relative_energy_kcal_mol=79.9 gap_ha=0.30259
H 1.39511 4.50240 -0.23790 0.9 0.7 -0.3
C -1.17454 -1.48977 0.91603 2.1 1.3 1.9
H 0.58718 -1.50060 -0.56975 0.5 1.2 -0.8
H 1.03876 1.37261 -0.11214 -0.2 0.2 0.5
N -1.62898 -0.23155 0.42995 -2.5 0.8 -1.0
H 0.06783 -0.31207 -1.82728 0.5 -0.4 -0.3
C -0.82681 0.80825 0.34370 1.3 -1.4 -1.8
C -0.24268 3.06754 0.26084 0.6 0.4 -1.7
H -2.07634 2.34262 0.82577 0.1 -0.2 -0.1
N -1.20865 2.06675 0.37518 -0.1 3.2 1.0
H 1.80812 -0.50038 -1.31036 0.7 0.7 -0.2
H -0.59070 -2.13544 0.33092 0.1 -0.7 -1.5
H -2.01129 -1.96072 1.24669 -2.1 -1.7 1.2
I -3.69981 -0.09013 -0.14484 1.6 0.0 0.5
C 0.64995 3.77591 -0.18624 -2.5 -1.6 1.7
C 0.78592 -0.49003 -1.02201 -2.4 -0.9 1.6
H -0.49286 -1.26002 1.76065 -0.5 -0.3 -0.1
N 0.42658 0.57617 -0.00719 2.1 -1.1 -0.7

17
Properties=species:S:1:pos:R:3:forces:R:3 method="wB97M-V/def2-TZVPD" lumo_ev="-4.93 / -4.94" total_charge=+1 s_squared=0.761 energy_ev=-14613.667 relative_energy_kcal_mol=47.1 gap_ha="0.20331 / 0.18682" multiplicity=2
H 3.82514 1.80460 -2.21612 0.0 0.1 -0.1
Li 3.59355 0.21416 -0.17986 -0.3 -0.4 0.3
H -1.00160 1.22023 0.65421 -3.3 0.5 0.5
O 3.34246 1.07222 -1.82213 -0.4 -0.1 -0.1
C 1.15407 -1.19818 0.37416 -0.4 0.5 1.1
H -1.48809 -1.43102 -0.35746 0.1 -0.5 0.5
C -1.28573 -0.73614 0.47029 -0.3 1.2 -1.0
H 0.85354 -2.24021 0.15377 0.0 0.2 0.2
H 0.43963 0.72743 -0.04719 -0.5 -0.2 0.2
Ag -5.33683 -0.13064 2.40284 1.4 0.4 -1.0
O -3.29403 0.61621 0.92983 0.1 0.3 -0.2
H -2.10724 0.85914 -0.79506 -0.4 0.1 0.2
H -1.54391 -1.15062 1.45687 0.1 0.1 -0.3
H 2.51595 0.97272 -2.32577 0.4 0.1 0.2
C 0.11592 -0.20211 0.43542 0.8 -2.5 -1.5
C -2.13349 0.56487 0.27529 1.6 -0.1 1.7
O 2.35069 -0.96267 0.59089 1.0 0.3 -0.8

52
Properties=species:S:1:pos:R:3:forces:R:3 method="wB97M-V/def2-TZVPD" lumo_ev=-4.12 total_charge=+1 energy_ev=-72358.184 relative_energy_kcal_mol=13.6 gap_ha=0.27274
C 1.98044 -1.06270 2.10715 0.1 0.1 1.1
H 3.75225 -1.68513 -2.36055 0.3 -0.1 0.0
F -2.09560 -3.28958 1.83799 0.3 0.0 -0.3
N 4.55034 0.16462 1.08768 -0.1 -0.6 0.2
F -1.91166 -0.19489 0.34531 0.1 -0.3 -0.3
I -1.72435 2.99617 2.76590 0.0 0.1 -0.2
H 2.25221 -2.63228 3.46626 -0.3 0.0 0.2
C 0.35011 1.64922 1.02924 -0.4 0.3 -0.3
N 2.31694 -0.36482 0.88000 -0.3 -1.0 -1.1
H -4.26040 5.84209 -0.57578 0.0 0.0 0.0
H -0.22206 0.91537 -0.94829 -0.2 0.0 -0.1
H 4.94042 -1.57599 -0.46685 0.1 -0.5 -0.3
C 1.34612 -0.38507 -0.26522 0.4 2.1 0.5
C -3.47224 -2.59771 -1.61171 -0.3 -0.3 -0.5
F -3.71345 -4.20834 0.09750 0.0 0.2 0.1
H 2.69373 0.39910 -1.73951 0.2 0.2 0.2
H 1.31445 -0.54571 2.77805 0.0 0.4 -0.1
C 2.47764 -2.23126 2.49590 0.0 0.3 -0.6
C 2.16197 -0.52474 -1.54553 -0.1 -1.0 -0.4
N -2.29724 5.23058 -0.99408 -0.1 0.0 -0.1
F -3.65885 -1.29665 -1.36723 0.2 -0.2 -0.1
H 5.40231 -0.15909 1.51149 0.4 0.0 -0.4
H -1.54563 2.22829 0.17021 -0.5 -0.2 0.2
H -0.45871 3.53183 0.44010 -0.1 0.5 0.2
C -0.82722 2.61637 0.87719 0.7 -0.3 -0.1
F -4.66409 -3.15332 -1.85657 0.4 0.3 0.1
O -2.04204 5.33524 0.18422 0.0 0.1 0.2
H 3.08345 -2.85198 1.86019 0.3 -0.1 -0.1
O -1.50764 4.87820 -1.84517 0.1 -0.1 -0.1
F -2.72052 -2.74341 -2.70254 -0.2 0.2 0.4
C -2.45516 -2.45438 0.84860 0.1 -0.2 0.3
H -4.08593 4.65419 -1.90406 0.0 0.0 -0.1
H 1.52176 -0.67947 -2.40711 -0.3 0.1 0.0
F -1.77302 -4.06536 -0.80941 0.2 0.4 0.2
O 0.70122 -2.97287 0.07772 0.3 0.4 1.2
C -3.68016 5.54862 -1.44175 -0.1 0.1 0.1
H 0.16179 0.92695 1.81156 -0.2 -0.2 0.0
O -0.44482 -1.70606 -1.60223 -0.3 1.0 0.2
C -1.35199 -1.33411 0.77661 -0.3 0.8 1.0
H 4.33578 1.14457 1.07548 -0.3 0.1 0.8
N 3.95370 -1.65932 -0.25792 0.4 1.5 -0.4
H 1.31436 1.69050 -0.86797 0.3 0.0 -0.2
F -0.95295 -1.09695 2.04455 0.1 -0.3 -0.1
H 1.20554 2.23177 1.35019 0.3 0.0 0.2
H 2.54776 -2.63714 -1.49932 -0.1 -0.2 -0.1
S 0.10633 -1.71823 -0.27336 0.2 -1.9 -2.2
F -3.58004 -1.83562 1.24133 0.1 0.1 -0.1
C 3.62860 -0.65361 0.55340 -0.1 0.0 0.4
H -3.60959 6.35770 -2.16183 0.0 -0.1 -0.1
C -2.80840 -3.32935 -0.38240 -0.5 -0.8 -0.3
C 0.66432 1.01263 -0.32918 -0.2 -0.5 0.4
C 3.10021 -1.70888 -1.49823 -0.3 -0.7 0.3

12
Properties=species:S:1:pos:R:3:forces:R:3 method="wB97M-V/def2-TZVPD" lumo_ev="-4.42 / -6.04" total_charge=+1 s_squared=2.047 energy_ev=-13685.774 relative_energy_kcal_mol=95.2 gap_ha="0.26635 / 0.25769" multiplicity=3
H -1.96986 -0.39259 1.62962 0.0 -0.5 -0.2
C 0.81434 -0.59837 0.11159 1.0 2.1 -5.5
H -3.68820 -1.68062 0.48135 0.4 -0.5 0.4
Li 3.02184 -2.26189 0.99135 -0.2 0.0 -0.1
C -2.64861 -1.84959 0.19501 0.4 1.0 -0.4
O -0.96238 -0.20831 -0.11965 4.4 -0.2 -1.4
O 1.46769 -1.63794 0.33831 -2.2 0.7 1.4
H -2.50198 -2.26015 -0.80735 0.2 0.0 0.4
C -1.61658 -0.99508 0.77592 1.3 -1.7 2.9
Hg -0.28316 1.46034 -1.75128 -0.4 0.4 -0.3
H -0.28802 -1.40418 1.19918 -4.6 -1.0 0.9
O 1.27786 0.32582 -0.59711 -0.1 -0.4 1.8